1.
Entry from OMol25: the molecule CH8N4O in a non-equilibrium geometry (wB97M-V/def2-TZVPD).

Results
LUMO energy ... 0.9 eV
ΔE to the lowest compared entry with this formula, charge and spin ... 0.933 eV
Net charge ... 0
2S+1 ... 1
Structure (SMILES) ... NNC(N)(N)O

Element x y z (Å)
C (-0.57446, -0.28356, 0.06444)
N (0.73826, 0.50407, 0.54671)
N (-1.67276, 0.47012, 0.42566)
N (-0.36851, -0.35203, -1.30439)
N (2.05951, 0.34624, 0.08600)
O (-0.64514, -1.51638, 0.65677)
H (0.26689, -1.85254, 0.68730)
H (0.74453, 0.82145, 1.51621)
H (-2.36628, 0.00850, 1.00060)
H (-1.55710, 1.47813, 0.49657)
H (-0.50491, 0.48546, -1.85280)
H (-0.76519, -1.31354, -1.54027)
H (2.10520, -0.04420, -0.85906)
H (2.53998, 1.24827, 0.07626)

***

2.
Entry from OMol25: a cluster of 3 separate species, C23H40IN2O8P2S in total in a non-equilibrium geometry (wB97M-V/def2-TZVPD).

Results
LUMO energy ... -4.9 eV
Net charge ... +1
2S+1 ... 1

Element x y z (Å)
O (3.52964, -3.30485, 2.32972)
C (2.49663, -2.44120, 2.53495)
C (2.48933, -1.43130, 3.82637)
C (3.07489, 0.07263, 3.53802)
C (3.70604, 0.78382, 2.20249)
N (3.99919, 2.22268, 2.64288)
P (4.65863, 3.56830, 1.66605)
S (3.45742, 5.11379, 1.98853)
C (3.65689, 2.53152, 4.08454)
N (3.10316, 1.18960, 4.56699)
P (2.47657, 0.94489, 6.22135)
O (3.04259, 2.27906, 7.20703)
I (0.00560, 1.22448, 6.03184)
C (1.23452, -2.47438, 1.48376)
C (-0.22147, -1.74776, 1.86974)
C (-1.48681, -1.78732, 0.82587)
C (-1.36771, -2.58852, -0.61726)
C (0.06769, -3.31034, -1.01464)
C (1.32409, -3.24963, 0.03677)
H (1.38280, -1.28906, 4.23432)
H (3.11645, -1.90958, 4.71316)
H (3.87220, 0.27193, 1.16336)
H (5.96736, 4.01940, 2.15389)
H (4.65524, 3.31941, 0.24642)
H (3.78000, 3.53681, 4.67555)
H (2.57913, 3.12937, 6.88834)
H (-0.39172, -1.16334, 2.88638)
H (-2.50546, -1.25690, 1.07869)
H (-2.32040, -2.61074, -1.33425)
H (0.19839, -3.86077, -2.04268)
H (2.33164, -3.78712, -0.23231)
C (-5.35020, -5.75448, 3.41723)
O (-6.12141, -5.09821, 2.42525)
C (-6.01146, -3.67719, 2.49080)
C (-6.12951, -3.05828, 1.09459)
O (-4.96269, -3.23494, 0.28476)
C (-4.72401, -4.56449, -0.20252)
C (-5.72313, -5.01811, -1.27134)
O (-6.97416, -5.37023, -0.67555)
C (-8.07406, -5.13625, -1.53342)
H (-5.75933, -5.55237, 4.41149)
H (-5.38983, -6.82955, 3.22588)
H (-4.30289, -5.43878, 3.36485)
H (-5.05508, -3.37855, 2.93683)
H (-6.82691, -3.31397, 3.12465)
H (-6.23585, -1.97406, 1.22213)
H (-7.02476, -3.39715, 0.57478)
H (-4.65340, -5.27666, 0.62187)
H (-3.73228, -4.52785, -0.66717)
H (-5.34022, -5.91330, -1.77323)
H (-5.85299, -4.22070, -2.00944)
H (-8.09034, -4.09363, -1.86840)
H (-8.99411, -5.33088, -0.97454)
H (-8.03179, -5.80995, -2.39543)
C (3.09172, 2.18217, -5.54642)
O (3.71062, 3.34878, -5.03119)
C (3.70058, 4.43408, -5.95733)
C (3.60332, 5.77448, -5.22231)
O (2.30152, 6.05020, -4.69525)
C (1.89905, 5.27035, -3.55859)
C (2.66065, 5.61339, -2.27458)
O (3.97463, 5.05060, -2.30169)
C (4.91474, 5.82027, -1.57763)
H (3.68422, 1.76954, -6.36829)
H (3.03109, 1.44377, -4.74327)
H (2.07312, 2.40128, -5.88365)
H (2.85974, 4.34513, -6.65579)
H (4.63709, 4.39142, -6.52283)
H (3.79637, 6.56746, -5.95512)
H (4.36846, 5.87208, -4.45319)
H (1.93457, 4.20279, -3.78403)
H (0.84409, 5.51881, -3.39709)
H (2.14027, 5.17940, -1.41392)
H (2.70396, 6.70050, -2.15696)
H (4.93379, 6.85306, -1.94166)
H (5.90667, 5.38495, -1.73021)
H (4.67761, 5.80015, -0.50895)

***

3.
Entry from OMol25: the molecule C24H24N4O2S in a non-equilibrium geometry (wB97M-V/def2-TZVPD).

Results
LUMO energy ... 0.6 eV
ΔE to the lowest compared entry with this formula, charge and spin ... 1.167 eV
Net charge ... 0
2S+1 ... 1
Structure (SMILES) ... COc1cccc(CNC(=O)CSCc2cnn(-c3ccccc3)c2-n2cccc2)c1

Element x y z (Å)
C (-2.09264, -1.16330, -4.03093)
H (-3.04775, -1.09061, -3.50079)
H (-1.45845, -0.31631, -3.74911)
O (-1.45480, -2.39245, -3.78661)
C (-1.10091, -2.70417, -2.51096)
C (-1.34062, -1.90226, -1.40049)
C (-0.93335, -2.31772, -0.13768)
C (-0.28383, -3.53380, 0.01451)
C (-0.04383, -4.33240, -1.09122)
C (-0.44554, -3.92539, -2.34550)
H (-0.26682, -4.53245, -3.21831)
H (0.46021, -5.27945, -0.97208)
H (0.02749, -3.85341, 0.99742)
C (-1.16985, -1.44167, 1.06014)
N (0.05032, -1.27292, 1.82129)
C (0.05285, -1.14948, 3.15874)
O (-0.94802, -1.14455, 3.84274)
C (1.43873, -1.06483, 3.78562)
H (1.84990, -2.07289, 3.86478)
H (1.35826, -0.63963, 4.78659)
S (2.66165, -0.12268, 2.83005)
C (1.98209, 1.57257, 3.03173)
C (0.79264, 1.81423, 2.18446)
C (0.69871, 1.72885, 0.80335)
N (-0.59926, 1.99596, 0.47738)
N (-1.32931, 2.22623, 1.57486)
C (-0.51568, 2.12476, 2.59911)
H (-0.87788, 2.26603, 3.59716)
C (-1.21099, 2.06824, -0.78339)
C (-2.56440, 1.75462, -0.87370)
C (-3.20864, 1.83360, -2.09365)
C (-2.51069, 2.22116, -3.22626)
C (-1.16793, 2.54728, -3.12979)
C (-0.51288, 2.48085, -1.91298)
H (0.52508, 2.76495, -1.84760)
H (-0.62433, 2.86598, -4.00622)
H (-3.01358, 2.27726, -4.17958)
H (-4.25857, 1.59133, -2.15989)
H (-3.09340, 1.47043, 0.02265)
N (1.66152, 1.34965, -0.11897)
C (2.91473, 1.88425, -0.22871)
C (3.58464, 1.21608, -1.21127)
C (2.71253, 0.22648, -1.71376)
C (1.53903, 0.33197, -1.02665)
H (0.63551, -0.23943, -1.10715)
H (2.92860, -0.48241, -2.48793)
H (4.58736, 1.40741, -1.53717)
H (3.21804, 2.70942, 0.38416)
H (2.81352, 2.22580, 2.76624)
H (1.74021, 1.70432, 4.08573)
H (0.92638, -1.23743, 1.31817)
H (-1.90215, -1.89162, 1.74010)
H (-1.56509, -0.46743, 0.75049)
H (-1.84916, -0.95429, -1.50174)
H (-2.27461, -1.13539, -5.10401)

***

4.
Entry from OMol25: a cluster of 2 separate species, C4H12 in total in a non-equilibrium geometry (wB97M-V/def2-TZVPD).

Results
LUMO energy ... 1.1 eV
ΔE to the lowest compared entry with this formula, charge and spin ... 1.635 eV
Net charge ... 0
2S+1 ... 1
Structure (SMILES) ... CC.CC

Element x y z (Å)
C (-2.31208, -0.48481, 1.12716)
C (-1.26547, -0.25009, 0.02242)
H (-3.35529, -0.22204, 0.68866)
H (-2.39790, -1.46976, 1.50075)
H (-1.98305, 0.21390, 1.87213)
H (-1.55789, -0.74304, -0.92509)
H (-0.43293, -0.70853, 0.56263)
H (-1.19685, 0.72398, -0.27261)
C (1.36465, 0.92508, -0.90190)
C (2.17582, -0.14908, -0.08892)
H (1.65082, 0.55334, -1.92829)
H (0.26925, 0.92243, -1.06648)
H (1.87759, 1.90217, -0.82559)
H (1.54878, -0.71032, 0.63426)
H (2.95705, 0.26405, 0.42423)
H (2.65751, -0.76730, -0.82337)

***

Per-record HOMO, hartree: -0.2625 -0.3925 -0.3130 -0.4066
Per-record total energy, hartree: -337.08816 -2989.55759 -1696.65128 -159.52490